Record 1
Molecular formula: C41H47N11O3Pt
Method: DFT, ωB97M-V with the def2-TZVPD basis set

Calculated values
ΔE to the lowest compared entry with this formula, charge and spin = 0.251 eV
highest occupied orbital energy (alpha / beta) = -11.6 / -11.9 eV
E_LUMO (alpha / beta) = -5.54 / -7.10 eV

Geometry as ORCA input:
```
! wB97M-V def2-TZVPD RIJCOSX def2/J DEFGRID3
* xyz 2 5
Pt -0.004 -0.037 -0.027
O 0.200 0.250 2.325
O 0.731 -0.181 -2.105
O 6.583 6.422 0.935
N -3.023 1.806 -0.606
N 5.134 1.258 4.337
N 1.797 -3.143 -0.304
N 6.121 1.905 3.998
N 0.118 2.175 -0.339
N 1.023 3.946 -1.228
N 0.266 -3.491 -1.988
N 2.234 0.410 0.530
N -2.202 -0.298 -0.145
N -0.319 -2.225 -0.088
N -3.642 0.807 1.385
C 5.085 3.942 3.150
C 6.181 3.071 3.282
C -3.293 3.153 -0.129
C -3.284 -0.047 2.512
C -2.981 0.758 0.211
C 0.873 4.220 0.111
C 0.484 2.120 -2.815
C 0.555 2.695 -1.478
C 0.526 0.713 -3.038
C 1.368 0.359 2.762
C -4.345 -3.260 0.140
C 0.566 -2.958 -0.790
C -3.988 -1.942 0.067
C -4.959 1.427 1.494
C -0.753 -2.928 -2.860
C 5.191 5.082 2.388
C 2.970 -3.156 -1.168
C 5.502 7.309 0.683
C 3.197 0.545 -0.358
C 0.316 3.107 0.653
C 3.803 0.773 2.314
C 1.669 0.302 4.154
C 6.394 5.372 1.730
C 0.215 2.527 -5.196
C 4.834 0.818 1.362
C 2.500 0.536 1.841
C -2.033 -3.947 0.052
C 3.994 0.890 3.748
C 0.336 2.990 -3.907
C 7.411 3.412 2.690
C 2.924 0.549 4.616
C 0.825 -4.767 -2.420
C 2.033 -3.040 1.129
C 7.505 4.531 1.908
C -1.629 -2.600 -0.031
C 4.526 0.739 0.023
C -3.361 -4.272 0.144
C 0.392 0.274 -4.377
C -2.676 1.679 -2.015
C -2.625 -1.574 0.007
C 0.245 1.151 -5.426
H -3.511 2.022 -2.628
H 0.085 3.220 -6.016
H -1.798 2.283 -2.247
H 2.911 0.447 -1.400
H 4.344 5.752 2.320
H -3.880 -0.964 2.535
H -4.752 -1.176 0.030
H 5.301 0.797 -0.729
H 2.684 -2.914 -2.188
H 1.422 4.559 -1.916
H 5.860 8.004 -0.070
H 1.360 -5.243 -1.602
H 3.477 -4.122 -1.146
H 0.147 0.774 -6.435
H -3.476 0.510 3.429
H 4.167 3.726 3.682
H -3.658 -5.309 0.217
H 1.157 5.161 0.548
H 0.428 -0.794 -4.551
H 5.866 0.880 1.673
H 0.855 0.094 4.836
H 8.429 4.801 1.415
H 0.042 2.912 1.676
H 2.093 -2.004 1.461
H -4.976 2.190 2.273
H 3.670 -2.393 -0.821
H 2.973 -3.539 1.358
H -5.684 0.654 1.761
H -1.276 -4.721 0.059
H 3.135 0.552 5.678
H -0.375 -2.946 -3.883
H 1.496 -4.651 -3.273
H -2.571 3.829 -0.589
H -3.166 3.194 0.950
H -1.678 -3.509 -2.823
H 4.634 6.768 0.298
H -5.392 -3.529 0.189
H -0.001 -5.416 -2.717
H 0.282 4.059 -3.732
H -4.294 3.496 -0.397
H -5.261 1.869 0.549
H -0.950 -1.894 -2.582
H -2.230 -0.297 2.482
H 5.229 7.864 1.582
H 8.265 2.764 2.839
H 1.233 -3.532 1.679
H -2.460 0.643 -2.258
*
```

These are the Mulliken partial charges, in e, on atoms 1 to 8: atom 1 (Pt): 4.51, atom 2 (O): -0.57, atom 3 (O): -0.85, atom 4 (O): -0.41, atom 5 (N): 0.27, atom 6 (N): -0.09, atom 7 (N): 0.29, atom 8 (N): -0.67



Record 2
Molecular formula: C41H48Cl2LaN10O6S2
Method: DFT, ωB97M-V with the def2-TZVPD basis set

Calculated values
highest occupied orbital energy = -9.7 eV
E_LUMO = -2.43 eV

Geometry as ORCA input:
```
! wB97M-V def2-TZVPD RIJCOSX def2/J DEFGRID3
* xyz 1 1
La 0.358 -0.698 -0.286
Cl -2.065 4.229 4.677
Cl -4.791 3.385 0.038
S 3.145 -3.869 0.429
S 2.829 -4.908 -2.394
O -1.611 -0.524 1.266
O -0.259 0.448 -4.400
O 1.697 -3.929 1.071
O 1.813 -2.438 1.109
O 0.581 -1.284 -2.710
O -3.597 -0.621 0.258
N 0.070 2.232 -0.057
N -3.667 2.590 2.799
N 0.794 0.417 2.221
N 2.731 -2.039 -2.980
N -1.724 -5.042 -0.221
N 1.920 1.068 -1.886
N 3.001 -0.145 0.451
N -1.667 0.368 -1.633
N 2.772 -2.307 -1.650
N -0.715 -3.112 -0.438
C -3.482 3.895 2.382
C -1.936 -3.539 1.735
C 0.751 0.047 -5.214
C 2.863 -3.524 -1.309
C 2.813 -0.688 -6.934
C 1.712 -0.883 -4.791
C 7.718 -1.059 2.787
C 0.886 3.040 -0.986
C 0.836 0.612 -6.483
C -2.952 6.556 1.570
C 2.582 -6.090 -1.043
C -6.114 2.539 2.774
C 2.737 -1.238 -5.671
C -2.894 -0.456 1.253
C -1.148 -5.058 -1.471
C -2.438 6.079 2.765
C 6.675 -0.552 3.551
C 4.007 -0.298 0.983
C -7.273 0.456 2.524
C 5.275 -0.550 1.606
C 5.449 -0.295 2.965
C -1.362 2.460 -0.337
C -6.055 -0.203 2.518
C 2.210 2.371 -1.280
C -4.894 1.874 2.727
C -4.852 0.486 2.626
C 7.542 -1.312 1.433
C -1.449 -3.859 0.368
C -3.947 4.403 1.160
C 3.445 -5.620 0.115
C 1.858 0.244 -7.335
C 0.400 2.664 1.317
C 1.663 -1.432 -3.414
C -0.517 -3.865 -1.584
C -3.706 5.712 0.774
C -7.301 1.836 2.664
C -1.831 1.835 -1.643
C -2.710 4.782 3.153
C 6.320 -1.059 0.835
C 0.029 1.665 2.392
C -3.552 -0.271 2.625
H -6.026 -1.281 2.415
H -1.949 2.038 0.481
H -2.812 0.165 3.297
H -2.417 -0.023 -1.044
H -1.237 -5.892 -2.144
H 8.359 -1.701 0.841
H -2.155 -4.457 2.281
H 0.419 -0.301 2.832
H -1.191 -2.968 2.283
H 0.348 3.154 -1.927
H -1.280 2.229 -2.497
H -1.570 3.539 -0.362
H 4.630 0.100 3.551
H -4.106 6.053 -0.171
H -2.877 2.119 -1.781
H 6.166 -1.244 -0.221
H 2.781 0.565 -2.086
H 2.772 2.208 -0.360
H -6.124 3.616 2.889
H 3.267 -6.158 1.047
H -0.085 3.627 1.536
H -3.751 -1.280 2.997
H 1.760 0.567 2.489
H -1.026 1.414 2.324
H 3.472 -1.958 -5.338
H -8.193 -0.105 2.428
H 1.466 1.223 -2.784
H 3.608 -0.978 -7.606
H -2.292 -5.768 0.182
H -8.243 2.367 2.693
H -1.842 6.711 3.408
H 1.035 4.049 -0.584
H -3.092 2.345 3.591
H -2.848 -2.947 1.677
H 0.200 2.130 3.367
H -0.225 -0.174 -3.634
H 6.818 -0.355 4.605
H 1.480 2.833 1.357
H -1.884 0.018 -2.562
H 8.676 -1.257 3.250
H 1.910 0.681 -8.324
H 4.507 -5.680 -0.136
H 1.527 -6.112 -0.771
H 0.044 -3.486 -2.419
H -2.767 7.576 1.264
H 0.082 1.330 -6.777
H 2.811 3.016 -1.928
H 2.882 -7.073 -1.399
*
```

These are the Mulliken partial charges, in e, on atoms 1 to 8: atom 1 (La): 3.07, atom 2 (Cl): -0.23, atom 3 (Cl): -0.13, atom 4 (S): 0.33, atom 5 (S): -0.02, atom 6 (O): 0.39, atom 7 (O): -0.63, atom 8 (O): -0.28



Record 3
Molecular formula: C41H48IrN6O8P2
Method: DFT, ωB97M-V with the def2-TZVPD basis set

Calculated values
ΔE to the lowest compared entry with this formula, charge and spin = 0.000 eV
highest occupied orbital energy (alpha / beta) = -13.8 / -13.7 eV
E_LUMO (alpha / beta) = -6.05 / -8.33 eV

Geometry as ORCA input:
```
! wB97M-V def2-TZVPD RIJCOSX def2/J DEFGRID3
* xyz 2 2
Ir 1.279 0.116 -1.333
P -2.034 -1.113 -0.964
P -2.388 1.127 1.089
O -2.275 0.072 2.261
O -1.126 1.775 0.696
O 1.771 0.086 -5.323
O -0.608 -0.718 -1.155
O -2.821 -1.441 -2.261
O -2.017 -2.374 -0.031
O 0.943 -0.249 -3.283
O -3.510 2.148 1.476
N 1.304 2.885 0.537
N 0.585 2.052 -1.616
N 1.536 0.498 0.549
N 2.152 -1.672 1.369
N 1.882 -1.861 -1.028
N 3.154 0.639 -2.117
C 6.793 1.715 -0.287
C -0.368 4.623 -2.147
C -0.087 2.334 -2.748
C 5.381 1.329 -3.683
C 2.148 0.300 2.780
C -0.581 3.586 -3.043
C 1.870 0.127 -4.127
C 2.107 -2.392 0.196
C 1.544 1.776 1.116
C -2.824 -4.634 -0.129
C 0.751 3.045 -0.710
C 2.387 -4.591 -0.747
C -2.169 -0.838 -4.515
C 0.307 4.343 -0.980
C 1.915 -2.684 -2.093
C -1.119 0.076 3.155
C -5.885 2.176 1.099
C 3.134 0.608 -3.450
C 5.678 1.342 0.487
C -1.275 1.146 4.212
C -3.211 -3.212 0.203
C -3.088 0.149 -0.260
C 4.339 0.989 -1.496
C 2.470 2.159 4.769
C -3.651 -3.048 1.640
C 4.211 0.946 -4.268
C 2.087 2.604 3.510
C 2.364 -3.756 0.349
C -4.799 1.758 2.064
C 6.683 1.711 -1.645
C 2.535 -0.152 4.029
C -2.498 -1.987 -3.593
C 5.470 1.346 -2.279
C 1.931 -0.425 1.522
C -0.989 -1.321 3.713
C 2.162 -4.037 -1.997
C 2.691 0.804 5.025
C -4.903 2.427 3.414
C -1.409 -3.031 -3.508
C 1.932 1.646 2.525
C 4.493 0.991 -0.097
H -6.861 1.898 1.497
H -0.099 -1.380 4.341
H -5.851 2.166 3.885
H 7.522 1.982 -2.274
H -2.974 -0.104 -4.523
H -0.895 -2.050 2.908
H -1.134 -3.342 -4.516
H 2.175 -4.634 -2.898
H 2.993 0.497 6.017
H -1.974 -4.942 0.482
H 2.548 -4.113 1.351
H -2.914 -3.482 2.316
H -4.014 -0.344 0.053
H -1.111 3.734 -3.973
H -5.763 1.697 0.127
H 5.753 1.327 1.566
H -2.115 0.919 4.869
H -3.341 0.847 -1.060
H 4.061 0.883 -5.336
H -4.859 3.511 3.300
H -1.736 -3.912 -2.957
H -0.261 0.308 2.528
H 1.914 3.652 3.304
H -0.524 -2.614 -3.031
H 7.722 1.991 0.192
H -4.093 2.110 4.069
H 6.245 1.603 -4.275
H 2.588 -5.647 -0.631
H -3.660 -5.300 0.086
H -3.783 -2.001 1.907
H -0.727 5.622 -2.352
H -3.991 -2.870 -0.482
H -5.866 3.257 0.958
H -4.596 -3.571 1.787
H 1.723 -2.227 -3.049
H -4.796 0.671 2.192
H 3.682 0.702 0.541
H 2.711 -1.203 4.215
H -0.369 1.191 4.819
H -1.231 -0.372 -4.218
H -1.428 2.126 3.759
H 0.491 5.090 -0.223
H 2.603 2.874 5.570
H -2.044 -1.218 -5.529
H -3.443 -2.443 -3.883
H -1.856 -1.576 4.323
H -2.563 -4.745 -1.180
H -0.215 1.517 -3.438
*
```

These are the Mulliken partial charges, in e, on atoms 1 to 8: atom 1 (Ir): 0.79, atom 2 (P): -1.15, atom 3 (P): -0.18, atom 4 (O): -0.04, atom 5 (O): -0.32, atom 6 (O): -0.64, atom 7 (O): 1.17, atom 8 (O): -0.29



Record 4
Molecular formula: C41H48IrN6O8P2
Method: DFT, ωB97M-V with the def2-TZVPD basis set

Calculated values
ΔE to the lowest compared entry with this formula, charge and spin = 2.127 eV
highest occupied orbital energy (alpha / beta) = -13.1 / -13.1 eV
E_LUMO (alpha / beta) = -6.97 / -6.99 eV

Geometry as ORCA input:
```
! wB97M-V def2-TZVPD RIJCOSX def2/J DEFGRID3
* xyz 2 2
Ir -0.132 -1.122 -0.349
P 1.674 1.229 1.328
P 0.648 2.130 -1.145
O 0.343 0.534 1.221
O 1.599 2.546 2.171
O 1.884 -1.312 -0.367
O 0.019 0.815 -1.518
O 2.701 0.240 1.952
O 0.914 3.053 -2.376
O 3.659 -2.664 -0.393
O -0.253 2.961 -0.191
N 0.204 -3.326 -0.467
N -2.518 -0.891 -2.692
N -2.517 -0.910 1.983
N -0.311 -1.856 1.726
N -2.091 -0.910 -0.355
N -0.204 -1.541 -2.463
C 0.002 2.126 -4.443
C -2.115 -4.021 -0.543
C -1.303 -6.687 -0.359
C 1.967 -4.922 -0.323
C 0.797 -2.294 2.354
C -1.341 4.925 -1.193
C 0.881 5.160 -0.027
C -3.036 -5.028 -0.508
C 1.493 -3.612 -0.395
C -5.443 -0.446 -1.764
C -0.441 4.418 -0.084
C -4.270 -0.584 0.344
C -0.020 -1.463 -5.234
C 4.592 1.836 2.324
C 0.964 -1.771 -3.097
C -5.436 -0.426 1.067
C -2.885 -0.805 -1.473
C 0.636 2.808 3.246
C -2.629 -6.376 -0.410
C 1.104 -1.742 -4.457
C 4.191 -0.175 3.778
C -0.321 -5.671 -0.383
C 1.059 -5.944 -0.314
C 1.849 3.841 -4.413
C -0.740 -4.316 -0.468
C 0.685 1.725 4.306
C 0.928 -2.351 3.714
C 1.248 2.627 -3.741
C 4.097 0.403 2.378
C -1.346 -1.391 2.482
C -4.272 -0.597 -1.047
C -1.302 -1.215 -3.203
C 0.997 4.166 3.805
C -1.209 -1.204 -4.604
C -6.617 -0.284 0.350
C 2.473 -2.459 -0.383
C -2.885 -0.799 0.767
C -6.621 -0.298 -1.044
C 2.213 1.839 -0.281
C -0.126 -1.897 4.502
C -1.257 -1.429 3.882
H -0.981 -7.719 -0.296
H 0.268 1.719 -5.418
H -4.091 -4.795 -0.557
H 0.912 4.939 3.041
H -5.432 -0.459 -2.846
H 0.052 -1.446 -6.314
H 1.839 -2.735 4.149
H 4.551 2.240 1.312
H -1.673 5.932 -0.941
H 4.678 -0.214 1.692
H -5.415 -0.420 2.148
H 1.615 -2.623 1.738
H 1.991 1.827 -3.676
H 2.746 4.166 -3.886
H 5.632 1.855 2.644
H -0.049 -1.902 5.581
H -0.479 1.353 -3.849
H -0.355 2.817 2.786
H 2.797 1.069 -0.787
H -2.218 4.288 -1.301
H 0.469 0.754 3.862
H 2.114 3.601 -5.442
H 0.330 4.419 4.627
H -0.806 4.962 -2.140
H -2.115 -1.069 4.430
H -0.705 2.946 -4.577
H 1.671 1.694 4.773
H 0.687 6.213 0.171
H -0.961 4.514 0.869
H 2.023 4.155 4.174
H 4.069 -1.257 3.756
H 3.415 0.252 4.414
H 2.069 -1.928 -4.904
H 1.391 -6.973 -0.253
H 1.402 5.082 -0.981
H -0.059 1.939 5.072
H 1.131 4.661 -4.414
H -2.112 -0.966 -5.147
H 5.167 0.055 4.204
H -2.420 -2.992 -0.624
H -3.375 -7.158 -0.379
H -7.554 -0.174 0.880
H -7.562 -0.206 -1.570
H 1.824 -1.990 -2.489
H 2.779 2.764 -0.185
H 4.012 2.478 2.986
H 1.514 4.768 0.769
H 3.034 -5.083 -0.275
*
```

These are the Mulliken partial charges, in e, on atoms 1 to 8: atom 1 (Ir): 2.97, atom 2 (P): -0.90, atom 3 (P): -0.86, atom 4 (O): -0.07, atom 5 (O): 0.30, atom 6 (O): -1.05, atom 7 (O): 0.42, atom 8 (O): -0.30